<w>
C5H15NO | ωB97M-V with the def2-TZVPD basis set

Properties
HOMO	-8.5212	eV
orbital gap	9.2	eV
SMILES	CNCC(C)C.O
E_LUMO	0.70	eV

Last column: Löwdin charge in e.
Atoms and positions in Å:
C 1.01 -2.11 -1.13  -0.134
N -0.21 -1.48 -0.74  -0.136
C -0.06 -0.17 -0.19  -0.234
C -0.90 0.20 1.09  -0.383
C -0.60 -0.73 2.16  -0.103
C -0.33 1.61 1.47  -0.071
H 1.53 -1.41 -1.68  0.047
H 0.80 -2.96 -1.83  0.103
H 1.51 -2.49 -0.31  0.053
H -0.84 -1.54 -1.57  0.124
H -0.46 0.54 -0.98  0.119
H 0.96 0.05 0.01  0.105
H -1.89 0.25 0.77  0.104
H -0.95 -0.59 3.22  0.110
H 0.38 -0.83 2.05  0.028
H -0.91 -1.76 2.03  0.075
H -0.34 2.34 0.64  0.073
H 0.73 1.57 1.69  0.074
H -0.89 2.19 2.17  0.063
O 0.35 2.72 -2.75  -0.096
H 1.07 2.84 -3.40  0.040
H 0.06 1.76 -2.72  0.039


<x>
C5H15NO | ωB97M-V with the def2-TZVPD basis set

Properties
HOMO	-9.4601	eV
orbital gap	10.5	eV
SMILES	CCC[C@H](C)N.O
E_LUMO	1.02	eV

Last column: Löwdin charge in e.
Atoms and positions in Å:
C 0.77 -1.28 -1.98  -0.115
C 0.54 -1.86 -0.58  -0.246
C 0.32 -0.82 0.52  -0.199
C -1.06 -0.21 0.57  -0.464
C -1.42 0.66 -0.65  -0.055
N -1.17 0.60 1.81  0.015
H 1.32 -0.34 -1.93  0.069
H 1.31 -1.98 -2.61  0.069
H -0.16 -1.09 -2.51  0.057
H 1.46 -2.37 -0.31  0.096
H -0.24 -2.61 -0.64  0.108
H 0.98 0.01 0.27  0.107
H 0.66 -1.19 1.48  0.107
H -1.87 -0.95 0.59  0.128
H -1.84 -0.05 -1.35  0.069
H -2.19 1.35 -0.30  0.070
H -0.59 1.22 -1.06  0.074
H -0.98 0.01 2.61  0.061
H -2.13 0.89 1.93  0.062
O 2.27 3.43 1.03  -0.065
H 1.79 2.63 1.27  0.020
H 2.25 3.96 1.84  0.032


<x> is the most stable structure; the next one sits 0.0592 hartree above it.


<w>
C3H6INO | ωB97M-V with the def2-TZVPD basis set

Properties
HOMO	-8.9196	eV
orbital gap	8.9	eV
SMILES	OC1(NI)CC1
E_LUMO	0.03	eV

Last column: Löwdin charge in e.
Atoms and positions in Å:
O -0.81 1.51 -0.22  0.015
C -0.17 0.32 -0.52  -0.738
N -0.31 -0.11 -1.88  -0.425
I 0.77 0.99 -3.23  0.775
C 0.08 -0.63 0.63  -0.036
C 1.16 0.34 0.16  -0.080
H -1.57 1.32 0.25  0.060
H -1.29 0.14 -2.10  0.033
H -0.10 -1.64 0.31  0.094
H -0.52 -0.52 1.57  0.113
H 1.18 1.28 0.61  0.089
H 2.14 0.08 -0.18  0.097


<x>
C3H6INO | ωB97M-V with the def2-TZVPD basis set

Properties
HOMO	-9.4333	eV
orbital gap	10.0	eV
SMILES	[H]/N=C(/CI)OC
E_LUMO	0.57	eV

Last column: Löwdin charge in e.
Atoms and positions in Å:
H -1.56 0.86 -0.70  0.068
N -0.63 1.28 -0.38  0.132
C 0.25 0.46 0.00  -0.642
C 1.54 1.00 0.54  -0.608
I 3.11 -0.29 0.01  0.820
O 0.04 -0.86 0.21  -0.166
C -1.28 -1.32 -0.25  -0.062
H 1.57 1.09 1.61  0.030
H 1.64 2.11 0.16  0.108
H -1.18 -2.38 -0.06  0.081
H -1.50 -1.28 -1.44  0.144
H -2.00 -0.69 0.33  0.096


<x> is the most stable structure; the next one sits 0.0366 hartree above it.


<w>
C9H13PS2 | ωB97M-V with the def2-TZVPD basis set

Properties
HOMO	-8.4972	eV
orbital gap	8.9	eV
SMILES	CC(C)[P@](=S)(S)c1ccccc1
E_LUMO	0.41	eV

Last column: Löwdin charge in e.
Atoms and positions in Å:
C 1.57 2.63 -0.94  -0.166
C 1.16 1.17 -0.74  -0.609
C 0.78 0.64 -2.07  -0.153
P -0.25 1.13 0.50  0.172
S -1.67 2.39 -0.02  0.200
S 0.70 1.72 2.30  0.487
C -0.68 -0.66 0.67  -0.381
C 0.21 -1.67 0.37  -0.086
C -0.17 -3.00 0.50  -0.048
C -1.41 -3.26 1.12  -0.072
C -2.35 -2.27 1.33  -0.087
C -1.98 -0.93 1.13  -0.096
H 2.37 2.82 -0.30  0.040
H 1.84 2.97 -1.99  0.100
H 0.71 3.25 -0.60  0.019
H 2.01 0.73 -0.30  0.078
H 1.35 1.31 -2.83  0.088
H -0.39 0.78 -2.27  0.106
H 0.99 -0.47 -2.35  0.093
H 1.27 2.77 1.75  -0.196
H 1.19 -1.34 0.11  0.091
H 0.51 -3.72 0.29  0.069
H -1.65 -4.34 1.30  0.123
H -3.33 -2.53 1.59  0.086
H -2.76 -0.11 1.47  0.141


<x>
C9H13PS2 | ωB97M-V with the def2-TZVPD basis set

Properties
HOMO (spin up / spin down)	-8.0013 / -8.0007	eV
orbital gap (spin up / spin down)	5.6 / 5.6	eV
E_LUMO (spin up / spin down)	-2.36 / -2.36	eV

Last column: Löwdin charge in e.
Atoms and positions in Å:
C 3.19 -0.75 -0.67  -0.071
C 2.58 -0.60 0.57  -0.069
C 2.42 -0.85 -1.81  -0.074
C 1.20 -0.52 0.66  -0.113
C 1.04 -0.77 -1.73  -0.109
C 0.43 -0.57 -0.50  -0.412
C -1.71 2.15 -0.50  -0.128
C -1.47 1.17 1.82  -0.124
C -2.03 0.98 0.42  -0.561
P -1.38 -0.56 -0.42  0.577
S -2.26 -0.87 -2.13  0.298
S -1.17 -3.23 1.69  0.121
H 4.27 -0.81 -0.73  0.107
H 3.18 -0.55 1.47  0.108
H 2.89 -1.01 -2.77  0.107
H 0.73 -0.46 1.63  0.084
H 0.43 -0.85 -2.62  0.066
H -0.64 2.25 -0.65  0.082
H -2.18 2.02 -1.48  0.055
H -2.09 3.08 -0.07  0.085
H -2.04 1.95 2.33  0.084
H -0.43 1.48 1.78  0.071
H -1.56 0.26 2.40  0.068
H -3.11 0.82 0.47  0.110
H -0.28 -3.75 0.86  -0.363


<w> is the most stable structure; the next one sits 0.0473 hartree above it.


<w>
CH6N2OS | ωB97M-V with the def2-TZVPD basis set

Properties
HOMO	-9.7136	eV
orbital gap	10.3	eV
SMILES	C[S@](=N)(N)=O
E_LUMO	0.62	eV

Last column: Löwdin charge in e.
Atoms and positions in Å:
C -0.68 0.02 -1.26  -0.117
S 0.72 -0.27 0.01  0.703
N 0.62 -1.76 0.14  -0.259
N 0.16 0.52 1.46  -0.177
O 2.19 0.44 -0.39  -0.499
H -1.37 -0.80 -0.96  0.066
H -1.04 0.95 -1.34  -0.008
H -0.16 -0.21 -2.26  0.095
H 1.47 -2.21 0.39  0.008
H 0.76 0.26 2.30  0.084
H 0.19 1.61 1.29  0.103


<x>
CH6N2OS | ωB97M-V with the def2-TZVPD basis set

Properties
HOMO (spin up / spin down)	-9.1506 / -9.1508	eV
orbital gap (spin up / spin down)	8.6 / 8.6	eV
E_LUMO (spin up / spin down)	-0.54 / -0.54	eV

Last column: Löwdin charge in e.
Atoms and positions in Å:
C -1.29 -0.86 -0.72  -0.029
N 0.09 1.34 1.50  -0.230
N 1.53 0.69 -0.48  -0.144
O 1.28 -1.10 1.23  -0.407
S 0.50 0.03 0.72  0.683
H -2.10 -0.02 -0.75  0.055
H -0.82 -1.13 -1.67  -0.010
H -1.49 -1.84 -0.19  0.020
H -0.25 1.31 2.39  -0.052
H 1.21 1.62 -0.78  0.055
H 1.34 -0.03 -1.24  0.060


<y>
CH6N2OS | ωB97M-V with the def2-TZVPD basis set

Properties
HOMO	-8.6915	eV
orbital gap	9.2	eV
SMILES	C=S(N)(N)=O
E_LUMO	0.54	eV

Last column: Löwdin charge in e.
Atoms and positions in Å:
C -1.36 -0.09 -1.07  -0.258
S -0.29 0.40 0.17  0.661
N 0.73 -0.70 1.40  -0.085
N 1.07 0.69 -0.65  -0.128
O -0.72 1.55 0.92  -0.377
H -2.44 -0.17 -0.76  0.020
H -0.92 -1.12 -1.30  0.014
H 0.68 -1.65 0.97  0.040
H 0.28 -0.62 2.27  -0.007
H 1.95 0.32 -0.57  0.037
H 1.02 1.39 -1.38  0.083


<w> is the most stable structure; the next one sits 0.0118 hartree above it.


<w>
C2H6N2OS | ωB97M-V with the def2-TZVPD basis set

Properties
HOMO	-8.3079	eV
orbital gap	8.8	eV
SMILES	CNC(=S)NO
E_LUMO	0.47	eV

Last column: Löwdin charge in e.
Atoms and positions in Å:
C -1.05 -1.54 1.15  -0.124
N -0.93 -0.22 0.72  -0.059
C 0.05 0.35 -0.01  -0.890
S 0.33 2.00 -0.02  0.562
N 0.86 -0.36 -0.86  -0.069
O 0.62 -1.75 -0.95  -0.040
H -1.51 -2.19 0.41  0.078
H -1.77 -1.53 1.99  0.096
H -0.10 -1.96 1.54  0.105
H -1.44 0.45 1.26  0.108
H 1.30 0.18 -1.58  0.112
H -0.12 -1.79 -1.60  0.118


<x>
C2H6N2OS | ωB97M-V with the def2-TZVPD basis set

Properties
HOMO	-8.2788	eV
orbital gap	8.9	eV
SMILES	CON(N)C=S
E_LUMO	0.62	eV

Last column: Löwdin charge in e.
Atoms and positions in Å:
C -0.58 1.70 -0.17  -0.108
O 0.20 0.83 0.62  -0.172
N 0.22 -0.50 0.12  -0.282
N -0.97 -1.17 0.43  0.076
C 1.39 -1.02 -0.25  -0.727
S 2.73 -0.19 -0.57  0.629
H -0.63 2.68 0.56  0.147
H -1.59 1.28 -0.38  0.079
H -0.12 2.01 -1.11  0.068
H -1.28 -1.53 1.35  0.111
H -0.87 -1.96 -0.23  0.098
H 1.49 -2.14 -0.37  0.080


<w> is the most stable structure; the next one sits 0.0789 hartree above it.


<w>
C2H6N2OS | ωB97M-V with the def2-TZVPD basis set

Properties
HOMO	-8.4585	eV
orbital gap	9.1	eV
SMILES	NCC(=S)NO
E_LUMO	0.60	eV

Last column: Löwdin charge in e.
Atoms and positions in Å:
N -1.00 -0.96 -0.46  -0.059
C 0.16 -0.93 0.59  -0.194
C 1.04 0.34 0.08  -0.848
S 2.61 0.13 -0.04  0.678
N 0.42 1.56 -0.24  -0.087
O -0.85 1.72 0.36  -0.087
H -0.79 -1.26 -1.46  0.105
H -1.87 -1.48 -0.07  0.102
H 0.92 -1.68 0.53  0.047
H -0.16 -0.73 1.64  0.117
H 0.93 2.23 -0.73  0.103
H -1.40 1.04 -0.21  0.125


<x>
C2H6N2OS | ωB97M-V with the def2-TZVPD basis set

Properties
HOMO	-8.0197	eV
orbital gap	8.8	eV
SMILES	CS/N=C\NO
E_LUMO	0.79	eV

Last column: Löwdin charge in e.
Atoms and positions in Å:
C -2.48 -0.11 0.03  -0.424
S -0.80 -0.74 -0.13  0.799
N -0.05 0.79 -0.25  -0.291
C 1.20 0.93 -0.11  -0.336
N 2.19 0.01 0.21  -0.063
O 1.98 -1.29 -0.27  -0.114
H -3.15 -0.96 0.05  0.018
H -2.60 0.45 0.98  0.040
H -2.76 0.52 -0.80  0.027
H 1.59 1.96 -0.13  0.124
H 3.10 0.28 -0.12  0.118
H 1.78 -1.83 0.54  0.102


<y>
C2H6N2OS | ωB97M-V with the def2-TZVPD basis set

Properties
HOMO	-9.1053	eV
orbital gap	9.6	eV
E_LUMO	0.46	eV

Last column: Löwdin charge in e.
Atoms and positions in Å:
C 0.14 -0.83 1.28  -0.279
C -0.68 0.32 0.76  -0.603
H 1.86 -1.58 1.46  0.130
H 2.11 0.46 0.88  0.216
H 0.03 -0.69 2.50  0.167
H -0.14 -1.81 0.89  0.106
H -1.33 1.46 -0.90  0.172
H 1.47 0.17 -1.51  -0.139
N 1.55 -0.74 0.72  -0.152
N -0.64 0.65 -0.55  -0.358
O -1.27 1.15 1.48  0.003
S 0.19 -0.23 -1.78  0.736


<z>
C2H6N2OS | ωB97M-V with the def2-TZVPD basis set

Properties
HOMO	-9.6023	eV
orbital gap	10.3	eV
SMILES	CN(S)/C=N\O
E_LUMO	0.70	eV

Last column: Löwdin charge in e.
Atoms and positions in Å:
C 0.04 -1.87 -0.53  -0.141
N -0.12 -0.43 -0.25  -0.628
S -1.73 0.10 -0.24  0.803
C 0.62 0.02 0.92  -0.270
N 1.51 0.95 0.89  0.000
O 1.78 1.54 -0.33  -0.063
H 1.10 -2.07 -0.63  0.083
H -0.39 -1.92 -1.54  0.079
H -0.43 -2.49 0.26  0.086
H -2.16 -0.69 0.73  -0.147
H 0.37 -0.38 1.88  0.106
H 1.28 1.06 -1.03  0.092


<x> is the most stable structure; the next one sits 0.0167 hartree above it.